[1]
160
Properties=species:S:1:pos:R:3:forces:R:3 method="wB97M-V/def2-TZVPD" e_tot_ha=-2660.3693 gap_ha=0.31325 homo_energy_ev=-8.3 lumo_energy_ev=0.236 de_lowest_ev=4.403 smiles="CCN(CC)CC.CCN(CC)CC.CCN(CC)CC.CCN(CC)CC.CN(C)C=O.CN(C)C=O.CN(C)C=O.CN(C)C=O.CN(C)C=O.CN(C)C=O"
H -4.156 15.419 14.960 0.18 -0.07 0.09
H -10.256 21.425 15.029 0.29 0.07 0.22
C -6.465 25.571 10.554 -0.64 -0.54 -0.47
C -7.382 18.106 15.605 -0.28 0.95 -0.18
H -5.218 18.684 10.924 0.26 0.29 -0.10
H -10.240 17.388 9.870 -0.03 -0.09 -0.10
C -3.862 20.753 1.346 0.54 -0.33 -0.02
H -5.088 20.845 9.319 0.39 0.41 0.04
H -4.649 16.277 12.734 -0.26 -0.29 0.34
C -10.872 21.765 2.256 -0.28 -0.22 -0.67
H -9.761 22.385 4.952 -0.06 -0.36 0.18
C -8.529 24.349 6.569 0.11 -0.16 0.20
H -6.954 26.048 13.169 -0.35 -0.25 -0.48
H -3.833 19.782 1.850 -0.48 0.07 0.10
H -7.212 16.479 14.158 -0.35 0.54 -0.27
C -9.816 12.831 10.950 0.60 -0.27 0.75
H -8.135 13.313 9.635 -0.14 -0.35 0.00
H -8.521 23.571 9.164 0.04 -0.29 -0.45
H -10.303 26.187 6.453 0.07 -0.12 -0.08
H -10.758 13.243 11.308 -0.04 0.19 -0.28
H -9.261 17.980 8.535 0.13 0.10 0.07
H -2.408 23.500 13.290 -0.30 0.21 0.04
C -0.498 20.360 11.951 0.72 -0.26 0.82
C -9.223 17.417 9.470 -0.54 0.23 -0.06
C -8.778 27.087 12.480 -0.33 -0.24 -0.14
H -7.716 23.697 6.936 -0.07 -0.12 -0.07
C -9.992 22.323 14.462 -0.62 -0.31 -0.16
H -3.071 23.491 3.146 0.14 0.01 0.06
C -11.091 21.514 12.404 0.53 -0.21 -1.89
C -3.754 16.408 14.744 -0.15 0.08 -0.65
H -6.065 16.430 15.345 0.20 0.48 0.29
H -0.178 18.908 13.527 0.09 0.06 0.03
H 1.441 22.726 11.772 -0.20 0.21 0.02
C -10.642 19.815 3.721 -0.10 0.33 -0.40
H -0.775 23.305 10.352 -0.51 -0.07 0.64
N -9.883 21.970 13.052 -0.16 0.52 1.20
H -0.797 19.712 11.114 -0.12 -0.03 -0.01
H -8.234 16.305 11.798 0.15 0.24 -0.50
H -9.093 22.794 14.849 0.13 -0.14 -0.08
H -2.693 16.344 14.510 0.06 -0.23 0.29
H -0.554 21.757 9.680 -0.12 -0.37 0.26
H -5.780 20.261 11.499 -0.79 -0.23 0.13
H -4.501 19.507 12.324 0.06 -0.18 -0.09
H -6.246 15.732 10.705 0.46 -0.45 -0.29
C -6.316 18.427 12.747 0.32 1.95 0.05
N -6.607 21.196 7.960 -0.01 -0.11 1.10
H -8.524 21.201 4.492 -0.25 -0.30 0.00
C -5.950 21.242 6.694 0.62 0.59 -1.25
H -11.066 21.887 11.372 -0.09 0.12 0.13
C -5.443 19.278 11.814 1.14 -0.67 0.02
H -5.948 22.220 2.687 0.13 0.06 -0.22
H -6.460 20.649 5.938 -0.40 0.13 0.17
C -6.373 29.084 11.959 -0.35 0.14 -0.88
H -11.062 20.433 12.237 -0.26 -0.07 0.50
H -0.817 20.474 14.105 0.20 0.03 -0.02
H -4.200 29.618 11.851 -0.13 -0.35 0.17
N -3.910 21.836 2.307 0.28 -0.79 -0.24
N -9.041 15.085 10.303 0.25 0.41 0.13
O -8.601 20.475 7.181 -0.11 -0.31 0.15
H -8.144 20.477 9.160 0.11 0.24 0.11
H -11.512 19.521 3.138 0.03 -0.18 0.08
N -6.376 27.632 11.936 0.29 -0.05 0.52
C -9.488 23.920 8.801 -0.37 0.16 0.53
H -9.278 15.561 8.350 -0.22 0.45 -0.05
H -9.994 11.807 10.617 0.02 0.08 -0.24
O -8.557 24.804 5.444 0.16 0.14 -0.16
H -9.399 26.477 13.141 0.05 0.04 0.07
H -3.817 23.558 12.169 -0.05 -0.11 0.06
H -6.543 29.458 12.968 0.24 -0.19 0.14
H -8.806 22.648 3.558 -0.15 -0.14 -0.27
H -0.102 24.834 7.346 -0.34 -0.10 -0.27
H 1.115 21.969 5.449 0.24 0.35 -0.36
C -8.752 16.004 9.202 -0.01 -0.81 -0.33
H -6.138 14.885 12.216 -0.31 0.08 0.17
C -7.852 20.685 8.124 -0.17 0.15 -1.05
C -8.149 15.280 11.435 -0.66 -0.51 1.29
H -9.182 28.100 12.489 0.10 0.04 0.03
C -10.512 25.568 7.321 -0.20 -0.78 -0.45
N -0.464 23.036 6.264 0.33 0.29 -0.37
H -7.880 18.878 15.010 -0.22 -0.26 -0.10
H -10.830 23.009 14.600 0.13 0.16 -0.07
C 0.111 22.278 5.158 -0.67 -0.52 0.35
N -0.950 21.729 11.796 -0.20 0.05 -0.31
H -9.173 12.743 11.831 -0.06 -0.06 0.00
C -6.345 27.079 10.586 0.47 0.15 0.97
H -7.086 27.585 9.946 -0.08 -0.27 -0.15
C -6.679 14.901 11.269 0.23 0.82 0.01
H -1.767 23.333 7.801 -0.16 0.38 -0.28
H -7.142 27.590 13.812 -0.32 0.10 -0.02
C -4.440 17.017 13.521 -0.03 0.67 -0.44
C -2.377 21.902 11.887 -1.41 0.81 0.30
C -5.148 29.718 11.322 0.18 0.74 -0.35
H -3.908 17.039 15.618 0.15 0.09 -0.01
H -5.352 27.318 10.202 -0.12 0.09 -0.29
C -9.134 13.691 9.898 -0.34 -0.01 -0.23
O -2.262 21.702 6.734 -0.31 0.21 -0.57
H -4.908 20.902 6.664 -0.08 -0.26 0.82
C -5.856 21.598 9.128 0.05 -0.36 0.51
C -1.592 22.703 6.910 0.46 -0.93 1.07
H -3.754 17.690 12.998 0.16 0.02 0.28
H -8.653 17.993 10.202 0.34 -0.19 -0.10
H -10.858 19.788 4.788 -0.02 0.01 0.02
O -8.577 21.343 11.334 0.42 0.13 0.03
H 1.484 23.400 10.131 -0.24 0.14 0.09
H 1.743 21.720 10.386 -0.22 -0.12 0.07
H -11.435 25.003 7.156 -0.21 0.39 -0.06
H -1.862 19.315 13.297 0.03 0.04 0.10
H -6.776 18.710 16.284 0.27 -0.43 0.11
H -8.581 14.779 12.309 0.04 -0.45 -0.22
C 0.420 24.052 6.787 -0.06 0.54 0.81
H -6.463 13.936 10.816 -0.25 0.07 -0.30
C 1.136 22.561 10.737 0.67 -0.51 -0.10
H -4.702 20.824 0.656 -0.03 -0.17 0.00
H -2.921 20.765 0.801 -0.09 0.47 -0.13
C -7.316 27.040 12.881 0.74 0.39 0.44
H -6.491 21.632 10.015 -0.28 -0.20 -0.22
C -2.754 23.348 12.264 0.95 -0.21 0.38
C -2.877 22.705 2.397 -0.40 -0.21 0.12
H -10.637 26.200 8.198 0.16 -0.06 0.12
O -1.871 22.644 1.723 0.25 0.25 0.04
H -5.846 22.276 6.339 -0.36 0.00 -0.11
H -5.452 22.611 9.059 0.27 -0.13 -0.42
H -6.897 17.727 12.141 -0.04 -0.26 0.23
H -5.005 29.400 10.289 0.03 -0.29 0.09
H -2.775 21.273 12.686 0.19 -0.12 -0.05
H 0.594 20.369 11.983 0.00 0.22 -0.50
N -9.457 24.579 7.516 0.00 0.87 0.61
C -0.851 19.735 13.305 -0.89 -0.18 -0.38
H -8.916 26.694 11.470 -0.01 0.01 0.01
C -9.311 21.851 4.111 0.31 1.06 0.11
H -7.452 25.181 10.818 -0.10 0.29 -0.10
H -0.424 21.344 4.991 -0.33 0.18 0.14
N -10.293 21.164 3.307 0.53 -0.02 0.50
H -7.222 29.477 11.363 -0.11 -0.07 0.11
H -2.195 24.070 11.667 -0.18 0.01 -0.16
C -8.690 21.797 12.462 -0.59 -0.29 -0.34
C -5.042 21.842 3.179 -1.18 0.98 0.44
H 0.033 22.876 4.253 0.50 -0.09 -0.12
H -7.844 22.088 13.101 0.11 0.06 -0.06
H -10.246 23.131 8.819 0.32 -0.25 -0.06
C -0.373 22.323 10.613 0.83 0.63 -0.97
H -8.153 17.587 16.173 0.07 -0.12 0.01
H -10.483 22.767 2.015 0.18 0.06 0.36
H -6.287 25.273 9.517 0.07 -0.24 0.09
H -3.011 21.674 11.010 0.67 -0.46 -0.37
H -9.798 19.155 3.509 -0.09 -0.15 0.06
H -5.797 25.011 11.209 0.43 0.43 -0.06
H -6.979 19.171 13.193 -0.50 -0.44 -0.03
O -11.734 21.273 1.549 -0.11 -0.10 0.09
H -4.881 22.513 4.025 0.18 -0.07 0.01
H 1.119 23.652 7.532 0.21 -0.23 -0.36
H -12.019 21.865 12.838 0.18 -0.04 0.52
H -9.752 13.617 8.999 0.16 0.30 -0.09
H -9.822 24.636 9.560 0.08 0.13 -0.09
H -5.363 20.877 3.574 0.68 -0.27 -0.07
H -5.317 30.794 11.205 -0.07 -0.02 0.27
C -6.575 17.179 14.730 0.51 -1.37 0.17
N -5.593 17.847 13.876 -0.61 -0.36 -0.01
H 0.965 24.545 5.986 0.04 -0.10 -0.06
H -7.701 15.978 8.862 0.07 0.10 0.32


[2]
186
Properties=species:S:1:pos:R:3:forces:R:3 method="wB97M-V/def2-TZVPD" e_tot_ha=-10711.7391 gap_ha="0.20806 / 0.22140" homo_energy_ev="-12.5 / -12.5" lumo_energy_ev="-6.853 / -6.489" spin_multiplicity=4 s_squared=3.750 charge=+4
C -0.458 -27.197 -7.287 -0.19 0.89 -0.77
C 18.332 -8.045 -9.462 0.96 0.00 0.93
H 2.906 -12.209 5.202 0.15 -0.40 0.10
H 15.912 -11.741 4.341 -0.24 -0.23 0.05
C 4.864 -13.941 4.363 -0.30 -0.52 0.20
H 19.018 -13.643 6.878 -0.16 -0.46 0.35
H -2.119 -11.297 -8.580 0.59 -0.11 -0.14
C 0.155 -15.104 6.433 0.53 -0.35 0.41
H -0.566 -15.901 6.248 0.21 -0.21 -0.12
H 1.440 -7.355 -7.783 0.34 -0.24 -0.17
H 5.581 -13.811 5.174 -0.49 0.13 0.48
H -0.219 -24.487 -7.424 0.10 0.96 0.12
H -1.423 -9.694 -11.157 0.29 -0.40 0.03
H 8.028 -0.105 -1.257 0.09 -0.20 -0.09
F 13.022 -12.038 -13.136 -0.91 -1.75 0.71
N 20.706 -8.843 -10.132 -0.32 -0.81 -0.63
O 16.520 -12.516 6.216 0.50 0.53 -0.43
H 4.625 -12.966 3.938 -0.37 -0.05 0.26
C -2.416 -8.567 -8.130 0.20 0.45 -0.74
As 5.437 -4.707 4.216 -0.88 0.53 -1.58
H 17.371 -11.067 4.952 0.10 0.17 0.42
H 8.226 1.089 -0.036 0.36 0.15 0.01
F 6.992 -5.501 3.569 -2.21 0.89 1.05
C 18.496 -15.834 8.748 -0.29 -1.04 -0.71
H 1.905 -24.956 -5.277 -0.36 0.27 0.48
O 5.508 -14.339 -3.994 1.32 1.64 -0.91
F 5.596 -5.369 5.839 0.29 0.32 -1.14
O 7.552 -10.296 -4.772 0.50 -0.06 0.15
H 1.377 -12.676 5.935 -0.21 0.19 -0.34
C -3.883 -8.906 -9.999 -0.46 0.17 -0.46
H 9.968 -0.633 -2.824 -0.47 -0.67 0.29
N -2.395 -8.673 -9.619 0.21 -0.01 -2.13
C -0.028 -13.892 2.152 0.27 0.38 1.10
C 2.084 -12.923 5.142 -0.94 -1.12 -0.41
H -0.900 -11.744 -9.943 0.44 -0.33 1.14
O 7.024 -11.341 -2.557 1.30 -0.24 -2.35
H 15.767 -10.620 5.668 0.29 -0.08 0.27
H 2.265 -12.781 2.944 0.34 -0.28 -0.06
H 22.428 -7.775 -9.752 0.32 -0.03 1.06
F 3.878 -3.928 4.678 1.59 -0.65 -0.16
H 0.462 -22.449 -5.250 -0.26 -0.75 0.10
C 1.479 -15.463 5.728 -0.20 0.93 -0.50
H 9.837 -0.428 0.669 0.75 0.20 0.72
H 17.905 -9.048 -9.450 0.24 -0.10 -0.58
C 22.248 -8.847 -9.677 -1.39 0.67 -1.98
F 10.412 -11.063 -4.237 1.33 1.19 -0.39
H 17.807 -7.625 -8.604 0.07 0.60 -0.16
S 5.979 -13.145 -4.706 -0.55 1.44 -0.25
H 1.304 -15.785 4.701 -0.02 0.01 0.22
H -0.266 -5.935 -10.737 -0.50 0.35 0.28
H 20.062 -10.704 -9.207 -0.20 0.42 0.10
H 15.976 -15.817 6.236 0.09 0.01 0.14
C 20.941 -6.723 -11.758 0.02 -1.03 1.17
O 0.617 -13.917 3.469 -0.20 -1.89 -1.15
H -0.475 -9.428 -9.664 0.04 -0.23 -0.15
O 23.364 -10.831 -10.451 0.19 -1.39 0.26
H 20.370 -7.119 -9.046 -0.62 0.18 0.41
H 22.027 -6.641 -11.818 -0.01 0.04 -0.12
F 12.317 -13.247 -10.894 -0.24 0.42 -0.98
H 19.268 -10.348 -10.791 0.21 0.14 0.14
C 1.477 -12.858 3.693 0.11 0.41 0.71
H 11.400 0.029 -2.744 0.68 0.52 0.08
H -0.948 -26.865 -8.203 -0.56 0.07 0.21
C 19.182 -14.376 6.088 -1.13 0.30 -0.49
H 0.009 -7.598 -10.998 0.96 -0.26 0.39
F 10.578 -12.443 -12.691 2.00 -1.63 0.32
H 2.023 -16.231 6.278 -0.25 -0.15 -0.03
F 10.028 -12.295 -2.562 0.27 0.11 0.67
H -2.574 -6.516 -10.174 -0.57 -0.45 0.41
H 10.015 0.883 -3.225 0.41 0.71 -0.34
H 1.545 -22.233 -6.515 0.40 0.46 0.13
H 4.046 -15.833 5.078 -0.42 0.00 0.12
H 20.739 -15.703 5.341 0.04 -0.01 0.02
H 18.706 -16.660 9.428 -0.08 -0.19 -0.02
H 2.122 -22.513 -4.804 0.33 -0.17 -0.37
H 3.509 -24.917 -6.768 -0.35 -1.38 0.21
H 18.122 -7.490 -10.376 -0.11 -0.13 0.21
H 22.901 -9.335 -11.741 -0.44 0.35 -0.07
N 2.704 -24.358 -7.011 0.40 1.01 -0.75
H -1.149 -27.286 -6.448 0.11 0.66 0.16
F 4.435 -6.179 3.749 1.55 1.62 0.26
H -2.888 -9.482 -7.774 -0.38 0.48 0.17
C 23.184 -9.459 -10.696 1.23 -1.33 -0.81
C 18.427 -16.480 7.332 0.03 1.37 -0.68
N 7.736 -12.769 -4.529 -3.07 -3.29 -1.11
H 21.161 -14.030 5.580 0.25 -0.08 0.23
H 19.498 -8.385 -11.903 -0.01 -0.11 0.54
C 1.540 -24.276 -6.047 0.44 -0.35 1.42
H -0.208 -28.235 -7.505 1.24 0.31 0.18
H 2.377 -24.548 -7.948 0.00 -0.65 -0.52
C 8.549 0.828 -1.044 0.24 -0.12 -0.23
H 1.511 -8.402 -9.263 -0.48 -0.33 0.06
H 23.917 -11.691 -12.288 -0.23 0.43 -0.20
C -1.970 -7.376 -10.462 0.10 0.51 1.21
H 15.016 -13.704 5.708 -0.20 -0.73 -0.38
C 18.032 -16.245 4.793 -0.16 1.89 0.80
C 16.102 -13.738 5.633 0.63 0.28 0.41
H -2.241 -7.631 -11.487 0.36 0.05 0.13
S 7.756 -11.392 -3.860 -0.04 3.76 4.77
H 19.405 -16.874 7.056 -0.17 -0.13 -0.02
H 24.453 -12.540 -10.924 -0.38 0.16 0.56
H -0.677 -13.019 2.227 -0.39 -0.21 -0.63
H 22.334 -9.380 -8.730 -0.14 0.53 0.09
F 5.195 -3.886 2.583 0.38 -1.43 1.52
C 5.982 -13.643 -6.579 -0.38 -0.90 1.82
H 20.508 -6.229 -12.628 -0.08 -0.54 -0.12
H 3.194 -23.477 -7.075 -0.32 1.02 -0.07
H 19.007 -13.782 5.191 -0.41 -0.28 -0.19
H 17.531 -15.440 9.068 0.27 0.25 -0.01
N 18.067 -15.473 6.140 0.32 -0.34 0.81
C -4.266 -8.963 -11.513 0.40 0.12 1.26
C 20.180 -10.269 -10.199 1.33 -0.06 -0.22
C 3.637 -14.904 4.681 0.86 1.56 -0.92
O 11.857 -0.617 -0.143 -0.45 -0.46 0.60
F 9.655 -10.122 -2.295 0.74 -1.46 -1.68
H 16.545 -14.653 7.474 0.27 -0.30 -0.03
O -0.129 -7.058 -8.960 -0.31 -0.46 -0.77
C 19.842 -8.072 -9.078 0.21 -0.54 -1.56
H -0.387 -14.199 6.157 0.56 0.11 -0.27
H 17.855 -15.470 4.047 0.19 0.04 -0.08
H -4.294 -9.703 -9.380 0.50 -0.39 -0.28
O 0.653 -26.245 -7.103 -0.06 -0.50 1.42
C 1.223 -7.436 -8.849 0.75 1.21 0.51
H 19.332 -15.156 8.921 -0.27 0.27 -0.42
F 11.114 -14.988 -12.162 0.89 1.55 -0.29
H -2.989 -7.642 -8.062 0.01 -0.24 1.32
H 13.342 -1.747 0.785 0.18 1.01 0.22
H -1.418 -8.517 -7.694 -0.20 0.35 -0.31
H 2.484 -14.092 7.819 -0.14 0.57 -0.39
H 8.125 1.574 -1.715 0.32 0.16 -0.07
H -0.426 -24.959 -5.750 0.04 -0.26 0.15
As 12.092 -13.515 -12.637 -0.65 -0.39 -0.53
C -1.414 -9.800 -10.072 -0.99 2.06 0.48
C 9.655 -11.172 -3.181 -3.88 -0.66 0.03
H 10.662 1.522 -0.923 0.00 -0.19 0.13
H 3.744 -15.099 7.203 0.25 0.15 -0.06
C 24.314 -11.522 -11.288 -0.56 -0.98 -0.43
H -4.304 -7.910 -11.791 0.31 -0.32 -0.84
F 5.305 -14.827 -6.731 0.18 1.34 -0.10
H 12.014 -1.021 1.885 0.65 0.27 0.06
C 1.432 -22.807 -5.595 -0.55 -0.04 -0.54
F 7.231 -13.893 -6.910 0.74 -0.03 -0.90
H 16.440 -13.700 4.597 -0.24 -0.64 -0.24
H 21.012 -10.822 -10.635 -0.37 -0.26 -0.36
C 10.087 0.620 -1.133 -1.41 -0.71 0.14
H 3.083 -15.079 3.758 0.26 -0.25 -0.07
C 0.290 -24.935 -6.571 -0.44 -1.61 -1.61
H 19.012 -16.678 4.594 -0.48 -0.45 0.19
H 20.633 -6.123 -10.902 -0.10 -0.01 0.03
H 1.792 -6.690 -9.404 0.49 0.03 0.20
H 21.120 -8.762 -12.351 0.05 -0.64 0.70
C 3.221 -14.160 7.018 -0.42 -0.80 -1.38
H 17.664 -17.248 7.205 0.11 -0.05 0.43
H 17.125 -16.848 4.750 0.60 -0.59 0.32
N 10.426 0.232 -2.572 -0.71 -0.33 0.22
F 5.460 -12.684 -7.311 0.12 -0.53 -0.07
H -0.543 -14.837 1.977 -0.28 0.22 0.58
H 10.078 -1.512 -0.609 -0.25 -0.15 -0.47
N 2.558 -14.355 5.604 1.08 1.04 1.17
H 24.219 -9.117 -10.676 -0.16 1.33 0.51
H 19.958 -8.628 -8.148 0.25 0.15 -0.04
H -3.614 -9.616 -12.093 0.09 0.38 -0.20
H -2.451 -11.623 -10.314 -0.83 0.22 0.34
C 10.445 -0.560 -0.226 0.48 0.48 -0.65
C -0.481 -6.913 -10.306 -1.45 -1.90 -0.77
C 16.626 -14.964 6.432 0.38 1.10 -0.64
H -4.413 -8.026 -9.634 0.27 0.13 0.26
H 11.867 -2.461 0.976 -0.85 -0.05 -0.63
F 13.633 -14.469 -12.558 -1.53 0.95 -0.27
F 11.814 -14.040 -14.313 0.45 0.82 1.32
H 25.341 -11.178 -11.413 -0.15 1.07 0.51
C 20.612 -14.862 6.022 -0.14 -0.23 0.02
O 5.131 -11.925 -4.718 1.70 -2.71 0.24
C -1.762 -11.170 -9.602 -0.21 -0.67 -1.69
H 0.323 -15.119 7.510 -0.16 0.24 0.06
H 5.528 -14.372 3.614 -0.48 -0.55 -0.27
C 12.300 -1.462 0.930 -0.12 -0.65 0.11
H 0.870 -11.965 3.545 0.34 0.71 0.57
F 6.375 -3.250 4.652 -0.63 -1.35 -0.04
H 21.036 -15.122 6.991 0.00 0.06 -0.09
H 0.638 -13.809 1.293 0.56 0.36 0.31
H -5.282 -9.328 -11.663 0.03 -0.15 0.44
H 3.918 -13.327 6.925 -0.24 -0.10 0.34
Ti 10.491 -15.777 -5.946 -0.27 0.43 -0.13
C 16.389 -11.420 5.267 -0.03 -0.45 0.03
C 20.533 -8.252 -11.588 0.16 1.87 -0.03